C4H9N2S | ωB97M-V/def2-TZVPD

Structure (XYZ):
```
16
Properties=species:S:1:pos:R:3:mulliken_charge:R:1
C -0.28362 1.65971 -0.39707 -0.48
C 0.95118 -1.17382 -0.76895 -0.50
C 0.85280 1.19378 0.46170 -0.20
C -0.79530 -0.34416 0.69004 -0.68
N -1.14586 0.55224 -0.31950 -0.28
N 0.01244 -1.56787 0.31204 -0.22
S 2.14766 0.13804 -0.10340 -0.02
H -0.70067 2.50359 0.16246 0.33
H -0.04887 2.03793 -1.36677 0.35
H 1.56879 -2.03511 -1.07974 0.39
H 0.27373 -0.63914 -1.43381 0.43
H 1.13642 1.68427 1.36721 0.41
H -1.50662 -0.51442 1.46092 0.47
H -2.16060 0.56540 -0.30473 0.28
H -0.72566 -2.35152 0.14859 0.40
H 0.42417 -1.70890 1.17102 0.32
```

Summary:
ΔE to the lowest compared entry with this formula, charge and spin, kcal per mole: 108.21
Energy, hartree: -665.11990
Frontier orbital gap (spin up / spin down), Eh: 0.29244 / 0.29607
Total charge: +1